i:
The following is a quantum chemistry calculation of a 2-piece molecular cluster, C3H7NO overall, from OMol25.

```
12
C3H7NO | OMol25 | ωB97M-V/def2-TZVPD
H 1.88 -1.42 -1.20
N 1.36 -0.90 -0.50
C 1.80 0.28 -0.41
O 1.27 1.19 0.42
H 2.64 0.71 -0.96
H 0.45 0.79 0.77
C -1.72 0.47 0.62
C -1.43 -0.68 0.01
H -1.76 0.55 1.70
H -1.93 1.37 0.05
H -1.37 -0.77 -1.07
H -1.18 -1.59 0.57
```

The gap between HOMO and LUMO is 10.86 eV. The calculation puts the molecular weight at 73.1 g mol⁻¹.


ii:
The following is a quantum chemistry calculation of a single C3H7NO molecule, from OMol25.

```
12
C3H7NO | OMol25 | ωB97M-V/def2-TZVPD
O -1.36 0.82 0.23
C -1.04 -0.50 -0.12
C 0.41 -0.32 -0.54
C 1.33 -0.06 0.57
N 1.05 0.98 -0.60
H -2.29 0.86 0.19
H -1.68 -0.78 -1.14
H -1.06 -1.38 0.67
H 0.69 -1.13 -1.25
H 1.02 0.19 1.67
H 2.44 -0.48 0.62
H 0.50 1.78 -0.31
```

The gap between HOMO and LUMO is 10.03 eV. The calculation puts the molecular weight at 73.1 g mol⁻¹.


iii:
The following is a quantum chemistry calculation of a single C3H7NO molecule, from OMol25.

```
12
C3H7NO | OMol25 | ωB97M-V/def2-TZVPD
C -1.29 -0.04 -0.91
C -0.09 0.27 -0.16
C 0.41 -0.77 0.67
N 0.36 1.46 -0.17
O 1.66 1.77 0.38
H -0.99 -0.75 -1.74
H -2.17 -0.57 -0.36
H -1.63 0.89 -1.43
H 0.00 -0.64 1.77
H 1.64 -0.72 0.78
H 0.06 -1.82 0.35
H 2.03 0.92 0.82
```

The gap between HOMO and LUMO is 10.34 eV. The calculation puts the molecular weight at 73.1 g mol⁻¹.


iv:
The following is a quantum chemistry calculation of a 2-piece molecular cluster, C3H7NO overall, from OMol25.

```
12
C3H7NO | OMol25 | ωB97M-V/def2-TZVPD
C 1.45 -0.99 2.10
N 0.76 -0.56 1.10
C 0.79 0.84 0.73
H 2.19 -1.74 1.82
H 1.22 -0.69 3.13
H 1.80 1.23 0.62
H 0.26 0.97 -0.21
H 0.23 1.54 1.41
C -2.20 -0.11 -2.71
O -3.20 0.02 -2.06
H -1.44 0.64 -2.95
H -1.87 -1.14 -2.98
```

The gap between HOMO and LUMO is 8.64 eV. The calculation puts the molecular weight at 73.1 g mol⁻¹.


What should be chosen as the most stable of them? Choose i.


i:
The following is a quantum chemistry calculation of a 3-piece molecular cluster, C3H10NO2 overall, from OMol25.

```
16
C3H10NO2 | OMol25 | ωB97M-V/def2-TZVPD
C 1.07 -0.99 -0.10
C 1.79 -1.68 -1.05
C 2.41 0.98 -0.49
N 1.46 0.42 0.14
H 0.01 -0.95 0.05
H 2.89 -1.60 -1.06
H 1.21 -2.51 -1.39
H 3.02 1.71 -0.06
H 2.50 0.48 -1.42
H 0.71 1.07 0.25
H -4.07 -0.44 1.88
H -4.11 1.02 2.17
O -3.59 0.36 1.81
H -1.76 0.50 0.52
H -2.14 0.77 -0.92
O -1.40 0.86 -0.31
```

The gap between HOMO and LUMO is 8.63 eV. The calculation puts the molecular weight at 92.1 g mol⁻¹. Its charge is +1.


ii:
The following is a quantum chemistry calculation of a 2-piece molecular cluster, C3H10NO2 overall, from OMol25.

```
16
C3H10NO2 | OMol25 | ωB97M-V/def2-TZVPD
C -1.61 -0.61 -0.63
C 1.70 0.01 -0.13
C -1.70 0.14 0.56
N 1.07 -0.36 1.07
O 0.91 1.07 -0.85
O -0.98 1.12 0.78
H -0.60 -0.34 -1.16
H -2.43 -0.43 -1.29
H -1.62 -1.67 -0.56
H 2.68 0.40 0.04
H 1.82 -0.74 -0.88
H -2.41 -0.11 1.23
H 1.35 -0.18 1.96
H 0.62 -1.31 1.07
H 1.39 1.91 -1.26
H -0.16 1.10 0.03
```

The gap between HOMO and LUMO is 10.05 eV. The calculation puts the molecular weight at 92.1 g mol⁻¹. Its charge is +1.


What should be chosen as the most stable of them? Choose ii.


i:
The following is a quantum chemistry calculation of a 2-piece molecular cluster, C3H10NO2 overall, from OMol25.

```
16
C3H10NO2 | OMol25 | ωB97M-V/def2-TZVPD
C -0.80 -0.59 -0.23
C 0.31 -0.88 0.76
C 0.60 -2.37 0.79
O -0.11 -3.16 0.23
N -1.08 0.88 -0.31
H -0.53 -0.95 -1.22
H -1.73 -1.07 0.05
H 1.23 -0.35 0.51
H 0.05 -0.56 1.78
H 1.46 -2.70 1.38
H -1.74 1.12 -1.05
H -1.46 1.23 0.58
H -0.22 1.48 -0.48
H 1.91 2.07 -0.97
H 1.11 3.40 -0.76
O 1.03 2.47 -1.06
```

The gap between HOMO and LUMO is 10.27 eV. The calculation puts the molecular weight at 92.1 g mol⁻¹. Its charge is +1.


ii:
The following is a quantum chemistry calculation of a 2-piece molecular cluster, C3H10NO2 overall, from OMol25.

```
16
C3H10NO2 | OMol25 | ωB97M-V/def2-TZVPD
C 0.79 -0.89 0.19
C 1.40 0.42 -0.26
C 1.43 1.45 0.86
O 0.62 1.46 1.75
N -0.47 -1.23 -0.59
H 0.47 -0.84 1.23
H 1.37 -1.79 0.10
H 0.95 0.91 -1.12
H 2.46 0.26 -0.51
H 2.24 2.20 0.83
H -0.79 -2.15 -0.28
H -0.48 -1.28 -1.62
H -1.20 -0.53 -0.38
H -3.15 1.32 0.29
H -3.02 -0.08 -0.16
O -2.62 0.79 -0.33
```

The gap between HOMO and LUMO is 10.20 eV. The calculation puts the molecular weight at 92.1 g mol⁻¹. Its charge is +1.


What should be chosen as the most stable of them? Choose i.